# 1
Molecular formula: C5H8N2
Method: DFT, ωB97M-V/def2-TZVPD

XYZ file:
```
15
Properties=species:S:1:pos:R:3:forces:R:3:nbo_charge:R:1
C -2.4063 -0.2495 -0.1573 -0.74 -0.04 -0.07 -0.626
C -0.9436 -0.0440 0.0121 0.07 -0.32 0.07 -0.275
C -0.3106 1.2066 -0.1187 0.26 0.04 0.07 0.153
N 0.9939 1.1047 0.0617 -0.49 0.18 -0.03 -0.517
C 1.2707 -0.2949 0.3864 -0.09 0.03 0.71 -0.040
N 2.4886 -0.7042 -0.2362 0.39 -0.91 -0.34 -0.817
C -0.0075 -1.0552 0.2588 -0.15 0.47 -0.46 -0.120
H -2.6629 -1.2975 -0.2481 0.28 -0.29 0.00 0.234
H -3.0052 0.1127 0.6720 0.03 0.21 0.34 0.208
H -2.8201 0.2290 -1.0389 0.08 0.24 -0.30 0.203
H -0.7530 2.1783 -0.3272 -0.01 -0.13 0.00 0.208
H 1.6744 1.8468 -0.0071 -0.08 -0.15 0.01 0.419
H 2.9132 -1.4351 0.3227 0.14 0.16 0.24 0.368
H 2.2202 -1.2272 -1.0637 0.09 0.22 -0.33 0.365
H 1.3483 -0.3706 1.4836 0.21 0.28 0.09 0.239
```
Forces are in eV/Å.

The HOMO energy is -0.2891 hartree. The HOMO-LUMO gap comes out at 8.22 eV. The relative energy (zero: lowest compared OMol25 entry of this formula, charge and spin) comes out at 69.5 kcal per mole. The charge is 0. The total energy comes out at -304.72466 a.u.

# 2
Molecular formula: C2H2OS2
Method: DFT, ωB97M-V/def2-TZVPD

XYZ file:
```
7
Properties=species:S:1:pos:R:3:forces:R:3:nbo_charge:R:1
C 0.5316 0.8254 0.2229 1.22 2.23 1.32 0.357
C -0.1007 -0.2312 -0.5358 -1.64 -2.73 3.18 -0.394
O 1.6048 1.3893 0.0132 -2.34 -1.32 0.22 -0.488
S -0.0999 -1.9062 0.7165 -0.55 2.63 -1.90 0.024
S -1.7322 -0.6984 0.0516 0.86 -0.37 0.12 0.141
H -0.2274 1.0759 1.0503 1.44 0.23 -0.32 0.124
H 0.0237 -0.4549 -1.5187 1.02 -0.67 -2.62 0.237
```
Forces are in eV/Å.

The SMILES is O=CC1SS1. The HOMO energy is -0.3373 hartree. The HOMO-LUMO gap comes out at 8.13 eV. The relative energy (zero: lowest compared OMol25 entry of this formula, charge and spin) comes out at 30.3 kcal per mole. The charge is 0. The total energy comes out at -948.95672 a.u.

# 3
Molecular formula: C32H27N5O5Ru
Method: DFT, ωB97M-V/def2-TZVPD

XYZ file:
```
70
Properties=species:S:1:pos:R:3:forces:R:3:mulliken_spin:R:1
Ru 0.1471 0.1494 0.2788 -1.66 -3.24 -2.08 2.650
C -1.5494 -0.4403 5.8813 -0.87 -0.23 -0.50 -0.002
O -1.5694 -0.0153 4.4789 -0.16 -0.59 0.75 0.013
C -2.2736 -0.8984 3.7022 -0.43 -0.31 0.36 0.017
C -3.3207 -1.6805 4.1695 1.82 2.01 2.99 -0.020
C -3.9194 -2.6179 3.4078 -2.33 -1.81 0.37 0.028
C -3.6322 -2.8148 2.1264 3.18 1.96 -2.39 -0.024
C -2.5047 -2.0354 1.5365 -0.75 -0.74 1.38 0.006
C -2.0138 -2.2539 0.2211 1.83 3.64 -1.02 -0.009
N -1.1386 -1.3764 -0.4148 -1.67 -2.07 -0.18 -0.048
N -1.1778 -1.5650 -1.8639 0.72 -0.16 1.00 -0.016
C -0.0555 -1.1962 -2.4831 -2.20 0.29 3.63 -0.021
O 0.8779 -0.6093 -1.7948 0.30 -0.26 -0.43 0.065
C -0.1423 -1.2954 -3.9391 1.22 -0.02 0.19 0.007
C 0.8736 -0.6732 -4.6424 0.73 -0.13 -0.23 0.002
C 0.8063 -0.6487 -6.0211 0.42 1.63 -0.97 0.000
C -0.2987 -1.1561 -6.6823 0.02 -1.53 -0.05 0.001
C -1.2630 -1.9302 -6.0063 2.67 1.85 0.92 0.000
C -1.1337 -1.9878 -4.5974 -1.82 -1.00 -2.25 0.001
C -1.8588 -1.0807 2.3531 0.09 0.48 -0.02 0.043
O -0.8746 -0.2996 1.9578 1.08 0.71 -0.70 0.147
H -0.8069 0.0766 6.4705 0.35 0.50 -0.46 -0.003
H -1.2877 -1.5094 5.8560 -0.32 0.27 0.41 0.000
H -2.5365 -0.2465 6.3757 0.81 -0.31 -0.48 0.001
H -3.5990 -1.5893 5.2573 0.18 -0.12 -1.48 0.000
H -4.6903 -3.2373 3.8621 -0.06 0.24 -0.09 0.002
H -4.2316 -3.3839 1.4818 -0.47 -1.13 -0.67 -0.001
H -2.4756 -3.0334 -0.3577 0.14 -0.01 -0.59 -0.003
H 1.7554 -0.3409 -4.0803 -0.51 0.17 -0.34 0.000
H 1.5378 -0.0878 -6.6562 -0.37 -0.77 0.87 0.000
H -0.2495 -1.2281 -7.7638 -0.29 0.44 -0.02 0.000
H -1.9149 -2.4531 -6.6517 -1.09 -0.69 0.16 0.000
H -1.8611 -2.6680 -4.1778 0.17 0.34 0.96 0.000
C 2.0157 -2.6184 2.5632 -1.09 -0.16 -0.57 0.010
C 2.6193 -1.2655 2.7599 0.89 0.00 -1.49 0.001
C 3.3314 -0.9192 3.9068 -1.14 0.07 1.14 0.001
C 3.8715 0.3486 4.0171 1.88 1.22 -1.42 -0.001
C 3.9730 1.1689 2.8423 -1.70 0.56 1.72 0.002
C 3.1533 0.7310 1.8128 0.14 0.79 -3.04 -0.001
N 2.4738 -0.4052 1.7035 0.47 -1.14 2.27 0.029
C 3.0812 1.4692 0.4560 0.61 -0.53 3.82 -0.019
C 4.1235 2.2975 0.1672 1.65 1.41 0.21 0.000
C 4.0497 3.0495 -0.9909 1.81 0.48 -1.61 0.002
C 3.0147 2.8301 -1.8546 -0.91 -0.27 1.36 -0.003
C 1.9732 2.0058 -1.3798 -1.73 0.62 -3.42 -0.048
N 1.9727 1.3260 -0.2596 0.43 0.64 0.68 0.049
C 0.7079 1.9546 -2.2304 0.09 0.05 1.29 0.066
C 0.7059 2.3279 -3.5446 -2.85 -0.30 0.25 0.003
C -0.6124 2.4772 -4.1690 3.27 0.19 -0.49 -0.003
C -1.7110 2.3995 -3.4037 -0.67 -0.35 0.77 0.003
C -1.5917 1.9006 -2.0612 -2.57 0.64 0.11 -0.002
C -2.8331 1.8236 -1.1268 -0.02 -0.28 -0.96 -0.005
N -0.4532 1.6412 -1.5084 2.43 0.42 -0.51 0.086
H 1.5433 -2.8503 3.5062 -0.40 -0.41 0.27 0.000
H 2.6203 -3.5619 2.2869 -0.54 2.02 0.09 0.000
H 1.2102 -2.3426 1.8235 0.64 -1.26 0.49 -0.003
H 3.1957 -1.5700 4.8013 0.60 0.45 -0.87 0.000
H 4.4385 0.7222 4.8754 -0.59 -0.45 0.08 0.000
H 4.2804 2.2757 2.8792 -0.08 -2.15 -0.02 0.001
H 4.9981 2.4793 0.8535 -1.23 -0.66 -0.77 0.001
H 4.8571 3.7272 -1.4047 -0.84 -0.76 1.21 0.000
H 2.9488 3.4468 -2.7290 -0.32 -0.21 -0.35 0.000
H 1.6004 2.5176 -4.0843 0.47 0.05 -0.37 0.000
H -0.5995 2.7121 -5.2473 -0.40 0.03 0.74 0.000
H -2.6522 2.7318 -3.8274 -0.16 -0.44 0.31 0.000
H -2.8064 0.9286 -0.4681 0.09 0.57 -0.46 -0.005
H -3.8084 1.8403 -1.6817 1.03 -0.13 0.37 0.001
H -2.8018 2.7297 -0.5146 -0.03 -0.16 0.10 0.002
O -3.6956 3.1263 4.6635 -1.81 0.92 -1.29 1.010
O -2.8125 2.6711 5.2839 1.81 -0.92 1.30 0.986
```
Forces are in eV/Å.

As for the expectation value of S²: 8.793. The HOMO energy (alpha / beta) is -0.3794 / -0.3815 hartree. As for the spin multiplicity: 6. The HOMO-LUMO gap (alpha / beta) comes out at 6.15 / 6.36 eV. The relative energy (zero: lowest compared OMol25 entry of this formula, charge and spin) comes out at 55.6 kcal per mole. The charge is +1. The total energy comes out at -1979.99981 a.u.

# 4
Molecular formula: C21H23N5O7RuS
Method: DFT, ωB97M-V/def2-TZVPD

XYZ file:
```
58
Properties=species:S:1:pos:R:3:forces:R:3:mulliken_spin:R:1
Ru 0.6673 -1.6552 1.0281 -0.07 0.25 0.55 0.798
C 2.7652 -0.0927 0.5052 0.41 -0.08 -0.05 0.020
C 3.7462 -0.9056 1.0773 0.13 0.11 -0.01 0.006
C 4.1219 -2.0902 0.4657 -0.05 0.01 0.02 0.001
C 3.4945 -2.4948 -0.7052 -0.03 0.02 -0.06 -0.003
C 2.5237 -1.6888 -1.2913 0.14 -0.04 0.02 -0.001
C 2.1815 -0.4606 -0.7163 -0.10 -0.33 0.18 -0.016
H 2.5484 0.8744 0.9448 -0.12 -0.02 0.00 0.002
H 4.2029 -0.6238 2.0151 0.00 0.06 0.00 -0.001
H 4.8781 -2.7135 0.9225 0.01 0.00 -0.02 0.001
H 3.7637 -3.4320 -1.1737 0.01 -0.01 0.01 0.000
H 2.0658 -1.9914 -2.2240 -0.03 -0.01 0.01 0.000
H 1.5330 0.2358 -1.2322 0.02 -0.17 0.11 -0.002
O 1.6952 -2.5810 4.7970 -0.01 -0.02 0.00 0.002
C 1.1519 -2.3835 3.7500 0.08 -0.02 0.04 0.015
O 1.7725 -2.0222 2.6281 -0.04 0.05 -0.28 0.105
C -0.3342 -2.5079 3.5719 0.00 0.02 -0.04 -0.006
C -1.1921 -2.9139 4.5720 0.07 -0.01 0.04 0.002
C -2.5426 -3.0128 4.2831 -0.02 0.02 -0.05 -0.002
C -2.9800 -2.7105 3.0006 -0.03 -0.03 0.03 0.002
C -2.0636 -2.3133 2.0468 0.04 0.02 0.03 -0.002
N -0.7644 -2.2017 2.3419 -0.07 -0.14 0.07 -0.016
H -0.7752 -3.1438 5.5428 -0.01 0.00 0.00 0.000
H -3.2463 -3.3286 5.0410 0.00 0.00 0.00 0.000
H -4.0228 -2.7914 2.7298 0.00 0.00 0.01 0.000
H -2.3504 -2.0927 1.0295 0.01 0.01 0.00 -0.001
C 2.0057 3.7390 -3.6671 0.01 0.01 0.01 0.000
C 0.6116 4.2026 -3.2753 0.02 0.03 -0.01 0.000
S -0.1221 3.1975 -1.9848 -0.12 0.18 -0.04 0.000
O -0.4657 4.0372 -0.8662 0.03 -0.03 0.03 0.000
O 0.6981 2.0256 -1.7586 0.00 0.13 -0.03 0.002
C -1.6629 2.5882 -2.6673 -0.05 0.01 -0.05 0.000
C -2.5893 2.0685 -1.5626 0.05 -0.04 -0.02 0.001
N -1.8785 1.3595 -0.4891 -0.22 -0.09 0.12 0.003
C -1.2463 0.1777 -0.6410 0.15 0.03 -0.01 0.006
N -0.5640 -0.1127 0.4630 -0.19 -0.10 -0.23 0.011
C -0.7512 0.9130 1.3553 -0.04 -0.08 -0.01 -0.009
C -1.5635 1.8194 0.7718 -0.15 -0.08 0.16 -0.016
N -2.0931 3.0010 1.4174 0.69 0.53 -0.60 0.000
O -3.0626 3.5377 0.9240 -0.26 -0.18 0.14 0.000
O -1.4581 3.3998 2.3643 -0.21 -0.20 0.24 0.000
C -1.2839 -0.6251 -1.8856 0.01 -0.01 -0.06 0.012
H 2.3534 4.3456 -4.5020 0.01 0.01 0.01 0.000
H 2.0089 2.6946 -3.9718 -0.01 0.00 -0.02 0.000
H 2.7062 3.8568 -2.8432 0.00 -0.02 0.01 0.000
H -0.0762 4.1877 -4.1220 -0.01 -0.05 0.00 0.000
H 0.6073 5.2089 -2.8566 -0.01 0.00 -0.02 0.000
H -1.3990 1.8241 -3.3972 -0.02 0.03 -0.02 0.000
H -2.1685 3.4034 -3.1852 0.04 0.03 0.03 0.000
H -3.3152 1.3829 -1.9973 -0.02 0.00 0.02 0.000
H -3.1269 2.8816 -1.0923 0.02 0.03 -0.02 0.000
H -0.3295 0.9298 2.3458 0.00 0.01 0.00 -0.003
H -2.3115 -0.8318 -2.1885 0.00 0.01 0.00 -0.001
H -0.7733 -1.5701 -1.7232 -0.02 0.00 0.02 -0.009
H -0.7828 -0.0928 -2.6958 0.02 -0.03 0.05 0.002
O -0.4839 -5.2790 -0.7427 0.00 0.00 0.00 0.061
C -0.2605 -4.1839 -0.3917 0.02 -0.04 0.05 0.029
N -0.0628 -3.0447 -0.0848 -0.08 0.22 -0.36 0.006
```
Forces are in eV/Å.

As for the expectation value of S²: 0.757. The HOMO energy (alpha / beta) is -0.4382 / -0.4379 hartree. As for the spin multiplicity: 2. The HOMO-LUMO gap (alpha / beta) comes out at 7.90 / 7.43 eV. The relative energy (zero: lowest compared OMol25 entry of this formula, charge and spin) comes out at 9.9 kcal per mole. The charge is +1. The total energy comes out at -2107.27493 a.u.

# 5
Molecular formula: CH8O2S2
Method: DFT, ωB97M-V/def2-TZVPD

XYZ file:
```
13
Properties=species:S:1:pos:R:3:forces:R:3:nbo_charge:R:1
C -1.8587 -2.2269 -1.0117 -2.08 2.40 0.11 -0.810
S -1.2621 -3.5217 -2.0040 -0.52 0.59 -2.70 0.136
S -0.2314 -4.6380 -0.8507 -0.28 -4.09 1.70 -0.131
H -3.0097 -2.1286 -1.0186 1.68 -0.38 -0.06 0.228
H -1.4686 -1.3372 -1.5996 -0.46 -0.50 1.58 0.234
H -1.5528 -2.3165 0.0477 0.12 0.34 -0.76 0.246
H 0.7481 -4.0303 -0.2840 1.54 1.65 0.14 0.096
H 4.4247 2.4881 3.1759 0.60 0.08 -1.51 0.472
H 2.9542 2.5919 3.6269 -2.67 0.39 -1.36 0.469
O 3.8205 2.4826 3.8834 2.07 -0.47 2.87 -0.942
H -1.1145 4.5069 -0.6801 -1.50 1.49 1.74 0.461
H -0.8916 4.1597 -2.1087 0.87 -0.56 1.72 0.467
O -0.5579 3.9700 -1.1764 0.64 -0.94 -3.46 -0.927
```
Forces are in eV/Å.

The SMILES is CSS.O.O. The HOMO energy is -0.3094 hartree. The HOMO-LUMO gap comes out at 9.11 eV. The relative energy (zero: lowest compared OMol25 entry of this formula, charge and spin) comes out at 36.1 kcal per mole. The charge is 0. The total energy comes out at -989.69412 a.u.

# 6
Molecular formula: C33H33BN9O4PS3Ti
Method: DFT, ωB97M-V/def2-TZVPD

XYZ file:
```
85
Properties=species:S:1:pos:R:3:forces:R:3:nbo_charge:R:1
Ti -0.1022 -0.1170 0.0590 -0.99 -0.11 -0.38 1.720
C 2.5504 2.2280 2.4561 0.03 0.03 -0.05 -0.344
C 1.9846 1.8387 1.2472 -0.06 0.00 -0.05 0.029
N 0.8920 1.1104 1.4735 0.14 -0.01 0.33 -0.378
N 0.7424 1.0142 2.8176 0.00 0.00 -0.05 -0.320
C 1.7268 1.6853 3.4258 0.03 0.02 -0.02 0.025
B -0.5694 0.3559 3.3096 -0.02 -0.03 -0.02 0.930
N -0.5458 -1.1329 2.9003 -0.02 0.04 -0.01 -0.328
C -0.5633 -2.2205 3.6827 0.00 -0.03 0.02 0.032
C -0.3704 -3.3345 2.8902 0.00 0.02 -0.01 -0.335
C -0.2283 -2.8258 1.6037 0.06 -0.05 0.02 0.039
N -0.3336 -1.5015 1.6197 -0.01 -0.30 0.25 -0.382
N -1.6991 1.0512 2.5146 -0.03 -0.11 -0.01 -0.325
C -2.5956 1.9900 2.8501 -0.03 0.05 0.02 -0.002
C -3.3699 2.2701 1.7425 0.01 -0.02 0.01 -0.335
C -2.8546 1.4464 0.7438 -0.04 -0.06 0.01 0.012
N -1.8384 0.7276 1.2097 0.00 0.17 0.08 -0.342
N -0.7798 0.4439 4.8035 0.06 0.13 0.05 -0.382
C -1.9398 0.3828 5.5050 -0.04 -0.11 0.01 -0.037
C -1.6248 0.2412 6.8322 0.00 -0.01 -0.01 -0.350
C -0.2186 0.2074 6.8497 0.00 0.00 -0.02 -0.046
N 0.2838 0.3166 5.6340 0.02 0.04 0.01 -0.290
H 3.4317 2.8254 2.6055 0.01 0.01 0.01 0.236
H 2.2983 2.0250 0.2316 0.03 -0.02 -0.05 0.251
H 1.7668 1.7248 4.4993 -0.01 0.00 0.01 0.256
H -0.7029 -2.1285 4.7467 0.00 0.01 0.01 0.234
H -0.3542 -4.3649 3.1948 0.00 -0.01 0.01 0.238
H -0.0570 -3.3442 0.6766 0.00 0.00 -0.04 0.241
H -2.6270 2.4000 3.8446 0.00 -0.02 0.02 0.231
H -4.1936 2.9570 1.6737 -0.02 0.01 0.01 0.236
H -3.1901 1.3022 -0.2690 0.03 0.02 -0.02 0.229
H -2.8980 0.4031 5.0150 -0.01 0.02 -0.02 0.227
H -2.3038 0.1674 7.6628 -0.02 0.00 0.00 0.233
H 0.4434 0.1072 7.6948 0.01 0.00 0.01 0.211
O -0.0737 1.3118 -1.0518 0.17 0.64 -0.53 -0.576
N -0.0968 1.8657 -2.2735 -0.03 -0.08 0.03 -0.032
C -1.2921 2.3989 -2.6403 -0.08 0.07 -0.07 0.049
C -1.4511 2.9803 -3.8530 -0.04 -0.03 0.08 -0.294
C -0.3382 3.0082 -4.7218 0.05 -0.01 -0.02 -0.157
C 0.8454 2.4682 -4.3324 -0.02 0.06 -0.06 -0.232
C 1.0390 1.8565 -3.0541 0.07 -0.16 0.05 0.026
S 2.4810 1.1753 -2.5742 -0.06 0.16 0.13 -0.195
H -2.0682 2.3132 -1.8973 0.03 0.00 0.01 0.231
H -2.4083 3.3957 -4.1265 -0.01 0.00 0.00 0.232
H -0.4283 3.4602 -5.7005 0.00 0.00 -0.01 0.224
H 1.7092 2.4742 -4.9802 0.00 0.00 0.01 0.240
C 4.5883 -1.0174 0.1002 -0.01 0.00 -0.02 -0.619
C 3.3058 -1.7684 0.4466 -0.01 -0.04 -0.03 0.143
C 3.5766 -3.2427 0.7405 0.01 0.02 -0.03 -0.620
O 2.6553 -1.1522 1.5460 -0.05 -0.08 0.07 -0.709
C 2.3847 -1.7017 -0.7795 -0.02 0.12 -0.25 0.811
O 2.7473 -2.1052 -1.8446 -0.03 -0.15 0.05 -0.539
O 1.1689 -1.1555 -0.6067 0.64 -0.39 0.25 -0.734
H 5.2844 -1.0844 0.9389 0.01 0.00 0.01 0.203
H 4.3664 0.0327 -0.0914 0.00 0.01 -0.01 0.228
H 5.0543 -1.4457 -0.7851 0.01 0.00 0.00 0.235
H 4.3140 -3.3253 1.5422 0.00 0.00 0.01 0.205
H 3.9640 -3.7413 -0.1463 0.02 0.00 0.00 0.235
H 2.6596 -3.7406 1.0560 -0.03 0.00 0.00 0.221
H 3.2059 -1.2721 2.3279 -0.01 0.01 -0.04 0.479
S -3.2981 -3.6017 0.1318 0.05 0.02 0.00 -0.590
P -2.4008 -2.8951 -1.4494 -0.14 -0.06 0.14 1.181
S -1.9231 -0.8863 -1.4512 0.29 0.12 0.09 -0.533
C -3.4140 -3.0773 -2.9564 -0.01 0.03 0.02 -0.401
C -3.8590 -2.0128 -3.7280 0.02 0.00 0.00 -0.197
C -4.6481 -2.2465 -4.8473 0.00 -0.01 -0.01 -0.202
C -4.9890 -3.5415 -5.2013 0.00 0.01 0.00 -0.203
C -4.5448 -4.6096 -4.4313 0.00 -0.01 -0.01 -0.231
C -3.7641 -4.3789 -3.3127 0.00 0.00 0.02 -0.117
C -0.9091 -3.8359 -1.8985 0.01 0.03 -0.03 -0.336
C -0.5666 -4.9842 -1.1951 0.00 -0.05 -0.03 -0.234
C 0.5267 -5.7427 -1.5960 -0.03 0.01 0.01 -0.224
C 1.2628 -5.3626 -2.7073 0.02 0.01 0.00 -0.198
C 0.9166 -4.2186 -3.4152 0.04 0.01 0.01 -0.182
C -0.1630 -3.4542 -3.0113 0.03 0.04 0.05 -0.203
H -3.5880 -1.0012 -3.4580 -0.01 0.00 -0.01 0.229
H -4.9936 -1.4122 -5.4440 0.00 0.01 0.00 0.211
H -5.6014 -3.7214 -6.0753 0.00 0.00 -0.01 0.213
H -4.8103 -5.6228 -4.7030 0.00 -0.01 0.00 0.214
H -3.4281 -5.2097 -2.7034 0.00 0.00 0.00 0.217
H -1.1745 -5.2834 -0.3491 0.00 0.02 0.02 0.242
H 0.7931 -6.6362 -1.0456 0.00 0.00 0.00 0.213
H 2.1128 -5.9542 -3.0223 0.01 0.00 0.00 0.214
H 1.5052 -3.9101 -4.2680 0.01 0.01 -0.01 0.220
H -0.4216 -2.5489 -3.5477 0.01 0.00 -0.01 0.231
```
Forces are in eV/Å.

The HOMO energy is -0.2828 hartree. The HOMO-LUMO gap comes out at 6.84 eV. The relative energy (zero: lowest compared OMol25 entry of this formula, charge and spin) comes out at 0.0 kcal per mole. The charge is 0. The total energy comes out at -4481.60006 a.u.